Record 1
C5H10N4 in the gas phase in a non-equilibrium geometry. Source: the Open Molecules 2025 dataset; level of theory: ωB97M-V/def2-TZVPD.

Each line ends with the natural charge from an NBO analysis.
Geometry (Å):
1 C -0.1020 0.7865 -2.2996  -0.450
2 C -0.0930 0.0446 -0.0764  0.508
3 C 1.6765 -0.4546 1.2018  0.451
4 C 0.5502 -0.3999 2.2730  -0.480
5 C -0.6791 -0.3251 1.3321  -0.475
6 H 0.9639 0.4311 -2.2330  0.270
7 H -0.5541 0.4379 -3.2034  0.195
8 H -0.1021 1.8980 -2.4242  0.200
9 H -2.6258 -0.4204 -1.2699  0.361
10 H -2.2725 0.9680 -2.1593  0.365
11 H 3.5095 -0.9677 0.9526  0.334
12 H 0.6453 -1.4282 2.7790  0.232
13 H 0.7553 0.3157 2.9680  0.226
14 H -1.3911 0.4493 1.5961  0.229
15 H -1.2743 -1.2447 1.2689  0.223
16 N -0.7964 0.3190 -1.1304  -0.250
17 N -2.2176 0.5115 -1.2121  -0.618
18 N 1.2440 0.0587 0.0176  -0.617
19 N 2.7631 -0.9796 1.6192  -0.703

## Properties
ΔE to the lowest compared entry with this formula, charge and spin = 217.24 kJ/mol
Gap between HOMO and LUMO = 8.93 eV
E = -11305.6265 eV
Structure (SMILES) = [H]/N=C1/CCC(N(C)N)=N1
Maximum force = 5.7 eV/A

---

Record 2
A molecular structure, C42H44BrN8O7Sr in a non-equilibrium geometry. Source: the Open Molecules 2025 dataset; level of theory: ωB97M-V/def2-TZVPD.

Each line ends with the Löwdin charge.
Geometry (Å):
1 Sr -2.3465 -1.4150 0.3804  1.544
2 O -6.3401 -2.8862 0.7372  0.015
3 C -5.2334 -2.4830 1.0911  -0.671
4 O -4.6304 -1.4616 0.6710  -0.229
5 C -4.5352 -3.2330 2.2604  -0.113
6 C -3.9943 -2.2227 3.2792  -0.276
7 C -3.9367 -2.8558 4.6782  -0.097
8 C -2.7596 -3.8426 4.4788  -0.091
9 C -2.3268 -3.4947 3.0402  -0.275
10 O -2.6176 -2.0996 2.9458  -0.138
11 C -3.2790 -4.0885 2.0137  -0.126
12 C -2.6782 -4.0856 0.5915  -0.726
13 O -3.3865 -4.5289 -0.3128  0.035
14 O -1.5218 -3.5815 0.4725  -0.220
15 H -5.2977 -3.8626 2.7171  0.145
16 H -4.4554 -1.2399 3.2220  0.160
17 H -3.7025 -2.1033 5.4322  0.108
18 H -4.8731 -3.3391 4.9531  0.111
19 H -1.9521 -3.6551 5.1868  0.106
20 H -3.0531 -4.8882 4.5702  0.111
21 H -1.2776 -3.6531 2.8126  0.154
22 H -3.4998 -5.1349 2.2307  0.155
23 C 5.0197 2.3132 3.0357  -0.066
24 C 4.7946 1.4101 1.8189  -0.547
25 C 5.5355 0.0855 2.0504  -0.048
26 C 5.4049 2.1187 0.5988  -0.056
27 C 3.3084 1.1132 1.5778  -0.198
28 C 2.9068 0.4423 0.4214  -0.117
29 C 1.5745 0.1431 0.2341  -0.519
30 Br 1.0538 -0.7465 -1.3689  0.924
31 C 0.5269 0.4413 1.1384  -0.406
32 O -0.7010 0.1540 0.8641  -0.361
33 C 0.9530 1.1521 2.2999  -0.086
34 C 2.3017 1.4464 2.4763  -0.008
35 C -0.0235 1.6566 3.3695  -0.521
36 C -1.4766 1.2115 3.1691  -0.054
37 C 0.4143 1.1542 4.7579  -0.050
38 C -0.0058 3.1950 3.3684  -0.046
39 H 6.0857 2.5195 3.1511  0.081
40 H 4.6722 1.8367 3.9536  0.081
41 H 4.4992 3.2667 2.9214  0.083
42 H 6.6082 0.2551 2.1785  0.080
43 H 5.3928 -0.5882 1.2048  0.081
44 H 5.1519 -0.4093 2.9438  0.088
45 H 6.4475 2.3822 0.7910  0.085
46 H 4.8561 3.0344 0.3765  0.066
47 H 5.3809 1.4843 -0.2877  0.079
48 H 3.6223 0.1460 -0.3349  0.105
49 H 2.5744 1.9779 3.3774  0.090
50 H -1.5612 0.1236 3.2105  0.074
51 H -1.8677 1.5515 2.2114  0.075
52 H -2.0943 1.6353 3.9655  0.086
53 H 0.5080 0.0673 4.7523  0.091
54 H -0.3296 1.4284 5.5095  0.079
55 H 1.3710 1.5788 5.0661  0.069
56 H -0.3764 3.5652 2.4102  0.070
57 H 0.9985 3.5938 3.5223  0.075
58 H -0.6534 3.5812 4.1602  0.082
59 C -1.3502 4.2239 -1.4213  -0.080
60 N -2.2031 3.0977 -1.0669  -0.109
61 C -1.9700 1.7750 -1.1777  -0.134
62 N -2.9924 1.0963 -0.6865  0.046
63 C -3.8442 2.0813 -0.2984  -0.200
64 N -3.4093 3.2998 -0.5237  0.096
65 C 0.0880 3.8303 -1.3586  -0.210
66 C 0.8761 4.1475 -0.2652  -0.016
67 C 2.1733 3.6890 -0.1854  -0.042
68 C 2.6972 2.8918 -1.1891  -0.021
69 C 1.9107 2.5596 -2.2821  -0.146
70 C 0.6122 3.0448 -2.3741  0.012
71 C 2.4069 1.6325 -3.2851  -0.326
72 N 3.6219 1.3737 -3.6472  0.113
73 N 3.5648 0.3730 -4.5407  0.108
74 C 2.3175 0.0563 -4.6857  -0.309
75 O 1.5211 0.8328 -3.9220  0.056
76 C 1.7395 -1.0410 -5.4442  -0.130
77 C 2.5032 -1.7178 -6.3901  -0.021
78 C 1.9662 -2.8246 -7.0287  -0.068
79 C 0.6918 -3.2722 -6.7076  -0.043
80 C -0.0779 -2.6051 -5.7599  -0.179
81 C -1.4409 -3.1680 -5.3969  -0.078
82 N -2.0444 -2.5342 -4.2541  -0.144
83 C -1.6376 -2.5100 -2.9706  -0.157
84 N -2.4415 -1.7409 -2.2761  0.031
85 C -3.3771 -1.3508 -3.1779  -0.187
86 N -3.1557 -1.7934 -4.3926  0.111
87 C 0.4445 -1.4747 -5.1442  0.036
88 H -1.5680 5.0244 -0.7168  0.124
89 H -1.6187 4.5635 -2.4251  0.129
90 H -1.0455 1.3446 -1.5224  0.096
91 H -4.7929 1.8817 0.1706  0.114
92 H 0.4595 4.7346 0.5437  0.110
93 H 2.7691 3.9188 0.6857  0.106
94 H 3.6911 2.4881 -1.1173  0.080
95 H -0.0037 2.7755 -3.2240  0.133
96 H 3.5084 -1.3785 -6.5983  0.113
97 H 2.5528 -3.3587 -7.7644  0.103
98 H 0.2959 -4.1606 -7.1863  0.114
99 H -1.3663 -4.2395 -5.2019  0.136
100 H -2.1279 -3.0261 -6.2304  0.132
101 H -0.7795 -3.0388 -2.5898  0.134
102 H -4.2124 -0.7217 -2.9241  0.115
103 H -0.1284 -0.9459 -4.3934  0.111

## Properties
ΔE to the lowest compared entry with this formula, charge and spin = 62.12 kJ/mol
Gap between HOMO and LUMO = 6.78 eV
E = -141407.1869 eV
Net charge = -1
Maximum force = 1.6 eV/A

---

Record 3
4 unconnected molecules or ions with the total composition C2H11O4 in a non-equilibrium geometry. Source: the Open Molecules 2025 dataset; level of theory: ωB97M-V/def2-TZVPD.

Each line ends with the natural charge from an NBO analysis.
Geometry (Å):
1 C 0.1193 0.6284 -0.8494  -0.051
2 O -0.5163 0.0004 0.2438  -0.841
3 C -0.6442 0.3088 -2.1358  -0.635
4 H 1.1600 0.3187 -0.9870  0.154
5 H 0.0155 1.7026 -0.6653  0.160
6 H -0.2387 0.8446 -2.9907  0.188
7 H -1.7102 0.5072 -1.9580  0.201
8 H -0.7130 -0.7791 -2.2600  0.199
9 H -1.6572 -1.4177 0.2923  0.512
10 H -1.9734 -2.7668 0.8406  0.447
11 O -2.3963 -2.0639 0.3363  -0.987
12 H 3.2256 0.3166 1.2706  0.452
13 H 1.8419 -0.0420 1.7089  0.512
14 O 2.6644 -0.4621 1.3491  -1.004
15 H 0.2856 1.0149 2.7745  0.415
16 H -0.1149 0.5112 1.0699  0.509
17 O 0.6519 1.3781 1.9601  -1.230

## Properties
ΔE to the lowest compared entry with this formula, charge and spin = 47.15 kJ/mol
Gap between HOMO and LUMO = 8.55 eV
E = -10443.4003 eV
Net charge = -1
Maximum force = 1.5 eV/A

---

Record 4
A molecular structure, C10H14BF5N6OSnTe in a non-equilibrium geometry. Source: the Open Molecules 2025 dataset; level of theory: ωB97M-V/def2-TZVPD.

Each line ends with the Löwdin charge.
Geometry (Å):
1 H 0.3216 -3.5087 1.5875  0.123
2 N 0.5553 -1.8044 0.3236  -0.138
3 B 0.6556 -0.3386 -1.8538  -0.419
4 N 0.9239 -1.6315 -0.9939  -0.013
5 C 1.1607 -2.8606 -1.5265  -0.025
6 Sn -0.1460 -0.4997 2.0573  1.379
7 H 1.4383 -2.9532 -2.5659  0.136
8 C 0.9480 -3.8167 -0.5456  0.002
9 H 1.0175 -4.8818 -0.6379  0.120
10 C 0.5856 -3.1244 0.6126  -0.088
11 H 0.2346 -0.7884 -2.9227  0.130
12 C 0.3985 4.4688 1.8988  -0.040
13 H -0.1786 4.3851 2.8237  0.027
14 H 0.4608 3.4852 1.4170  -0.012
15 H -0.1167 5.1577 1.2289  0.023
16 N 1.8760 0.6078 -2.2845  0.018
17 N -0.6130 0.3393 -1.2431  0.053
18 N 2.2571 1.7963 -1.6795  0.181
19 N -0.9990 0.3244 0.0809  -0.031
20 C 2.6209 0.4326 -3.4128  0.064
21 C -1.6859 0.6913 -1.9973  0.088
22 H 2.4682 -0.4204 -4.0520  0.155
23 H -1.6106 0.7224 -3.0716  0.163
24 C 3.4954 1.5128 -3.5479  0.101
25 C -2.7581 0.9158 -1.1503  0.124
26 C 3.2501 2.3226 -2.4202  -0.038
27 C -2.2910 0.7224 0.1514  -0.024
28 H 4.1758 1.6988 -4.3503  0.139
29 H -3.7591 1.1637 -1.4359  0.149
30 H 3.7514 3.2452 -2.1771  0.136
31 H -2.8232 0.8243 1.0936  0.142
32 H 1.3674 4.8439 2.1130  0.008
33 F -3.5039 -0.3082 3.8190  -0.360
34 Te -2.4758 -1.8991 4.0548  1.891
35 F -1.0251 -0.7477 4.6156  -0.462
36 F -2.9238 -1.9532 5.9125  -0.310
37 F -1.3003 -3.3864 4.2378  -0.351
38 F -3.9077 -3.0329 3.5467  -0.321
39 O -1.8448 -1.7045 2.2942  -0.720

## Properties
Gap between HOMO and LUMO (alpha / beta) = 5.42 / 4.17 eV
E = -48954.4174 eV
Net charge = +2
Maximum force = 3.8 eV/A